[1]
{"formula": "C19H17F3N4", "method": "ωB97M-V with the def2-TZVPD basis set", "smiles": "N#CCCN1CCCc2cc(/N=N/c3ccc(C(F)(F)F)cc3)ccc21", "e_above_lowest_ev": 1.567, "e_lumo_ev": -0.88, "largest_force_ha_per_bohr": 0.0768, "orbital_gap_ev": 7.121, "symbols": ["F", "F", "F", "N", "N", "N", "N", "C", "C", "C", "C", "C", "C", "C", "C", "C", "C", "C", "C", "C", "C", "C", "C", "C", "C", "C", "H", "H", "H", "H", "H", "H", "H", "H", "H", "H", "H", "H", "H", "H", "H", "H", "H"], "positions_angstrom": [[-6.5423, 2.5537, 5.0797], [-5.4439, 1.3002, 6.5464], [-7.1073, 0.4448, 5.2769], [-2.1747, -0.1037, 1.2619], [-0.9621, 0.3706, 1.2821], [3.1482, -4.4675, -5.0405], [2.6554, -0.1759, -3.0371], [2.1867, 0.4345, -0.7220], [3.8307, 0.7244, -2.9882], [-3.6360, 1.2117, 4.4735], [-6.0530, 1.3127, 5.2963], [3.1116, -3.6926, -4.1788], [-0.0865, 0.1575, 0.1898], [-0.4897, -0.3205, -1.0703], [2.6310, -1.3142, -3.9571], [1.7566, -0.1130, -1.9858], [4.5389, 0.5978, -1.6477], [0.4321, -0.4758, -2.1107], [2.9694, -2.6169, -3.2064], [3.5878, 0.9832, -0.5073], [1.2742, 0.5702, 0.3056], [-3.0742, 0.3023, 2.2686], [-5.0013, 0.9908, 4.2664], [-2.6797, 0.8753, 3.4543], [-5.3918, 0.4197, 3.0363], [-4.4429, 0.0969, 2.0472], [1.5853, 1.0717, 1.2339], [-1.6254, 1.0603, 3.7044], [5.4157, 1.2238, -1.6063], [4.5191, 0.4384, -3.7780], [-6.4432, 0.1836, 2.9651], [4.0116, 0.5978, 0.4436], [3.5047, 1.7594, -3.2349], [2.1708, -2.8379, -2.4925], [3.9058, -2.5522, -2.6688], [3.5072, 2.0893, -0.4569], [1.6492, -1.4133, -4.4708], [0.0404, -0.8176, -3.0652], [3.3545, -1.1653, -4.7643], [-3.2457, 1.6735, 5.3472], [-4.7524, -0.4101, 1.1333], [4.9159, -0.3941, -1.4887], [-1.5508, -0.5738, -1.1340]], "forces_ev_per_a": [[-0.09, -0.51, 0.49], [-1.38, 0.00, -1.18], [1.02, 0.84, 0.37], [3.32, 0.59, -2.06], [-2.90, -0.19, 1.07], [0.11, 0.87, 1.10], [0.40, 0.10, -0.70], [-0.34, -0.05, -0.43], [-0.42, -0.50, -0.16], [0.49, -0.42, -1.93], [0.96, 0.00, 0.39], [-0.41, -1.14, -1.21], [0.34, -0.29, -0.91], [0.13, -0.26, 0.86], [-0.24, 0.48, 0.15], [1.03, 0.87, 1.32], [-0.57, 0.85, 0.32], [-1.62, -0.24, 0.06], [-0.27, -0.14, -0.34], [0.14, -0.08, -0.12], [-1.08, 0.07, 0.54], [0.13, 0.31, 0.39], [0.73, -0.72, -1.10], [-0.55, 0.80, 2.38], [0.80, 0.07, 0.35], [-0.69, -0.35, 0.52], [-0.11, -0.40, -0.33], [-0.53, -0.18, -0.44], [0.32, 0.43, -0.11], [-0.05, -0.14, -0.20], [-0.02, -0.06, -0.58], [-0.38, 0.41, -0.40], [0.18, -0.46, 0.48], [0.14, -0.13, -0.05], [0.21, 0.31, 0.23], [0.16, -0.55, 0.14], [0.51, 0.01, 0.44], [0.19, -0.02, 0.07], [-0.03, 0.18, 0.25], [0.00, 0.18, 0.74], [0.06, 0.23, 0.18], [-0.04, -0.79, -0.15], [0.39, -0.02, -0.45]]}



[2]
{"formula": "C19H17FN4O5S", "method": "ωB97M-V with the def2-TZVPD basis set", "smiles": "O=C(COC(=O)c1cccnc1Nc1ccccc1F)NCCN1C(=O)CSC1=O", "e_above_lowest_ev": 0.000, "e_lumo_ev": 0.02, "largest_force_ha_per_bohr": 0.0776, "orbital_gap_ev": 8.048, "symbols": ["S", "F", "O", "O", "O", "O", "O", "N", "N", "N", "N", "C", "C", "C", "C", "C", "C", "C", "C", "C", "C", "C", "C", "C", "C", "C", "C", "C", "C", "C", "H", "H", "H", "H", "H", "H", "H", "H", "H", "H", "H", "H", "H", "H", "H", "H", "H"], "positions_angstrom": [[1.5008, 0.5590, -1.7015], [-0.4538, 3.1197, -0.2253], [1.4564, -1.8400, -0.6388], [-1.7727, -2.3913, 0.9491], [-1.7595, -0.1912, 0.3295], [0.2691, -1.1257, -4.9232], [-2.6542, -0.4894, -2.8366], [1.6858, 0.1913, 2.8037], [-0.0684, 1.2789, 1.7604], [-1.9708, -2.3698, -1.8254], [0.6744, -1.7292, -2.7598], [0.1521, -3.0931, -2.8194], [0.9722, 3.0663, 3.1131], [-0.0960, -1.1237, 1.8750], [0.3507, 2.6082, 1.9506], [0.5022, -0.7978, -3.7548], [1.7466, -2.1758, 3.0429], [0.4467, 4.8883, 1.0773], [0.5081, 0.1016, 2.1658], [-2.5377, -1.1120, -1.7938], [-1.4059, -3.0518, -2.9873], [2.2383, -0.9173, 3.2872], [1.1001, 5.3138, 2.2398], [-2.9341, -0.4500, -0.4742], [0.5611, -2.3126, 2.3165], [1.3678, 4.3714, 3.2426], [1.2310, -1.1829, -1.6585], [-1.2874, -1.2798, 1.0154], [0.1008, 3.5447, 0.9243], [0.7253, 0.6688, -3.3677], [1.3376, 1.2090, -4.1144], [0.2042, 5.5916, 0.2932], [-0.2951, 1.1032, -3.2952], [-1.7690, -4.0672, -2.9694], [2.3143, -3.0257, 3.4668], [3.1828, -0.8355, 3.8661], [0.4057, -3.6507, -1.9160], [-1.6827, -2.6259, -3.9553], [1.4424, 6.3291, 2.3360], [0.5941, -3.6295, -3.7011], [1.8547, 4.6846, 4.1590], [1.1740, 2.3938, 3.8964], [-3.3772, 0.4883, -0.6966], [-1.8442, -2.8016, -0.8901], [0.1200, -3.2634, 2.1801], [-0.6579, 1.1150, 0.9380], [-3.6527, -1.0935, 0.0756]], "forces_ev_per_a": [[-0.26, -0.01, -0.79], [-0.24, -0.08, -0.12], [-0.01, 0.96, -1.35], [-0.75, 0.50, -0.56], [-0.09, -1.20, 0.39], [0.02, 0.56, 2.12], [-0.31, 0.47, 0.07], [-0.18, -0.09, 0.77], [-0.66, 0.08, -1.09], [-0.67, 0.43, 1.71], [-0.31, 0.72, -0.40], [-0.60, -0.52, -1.46], [-0.28, 0.06, -0.81], [0.50, -0.75, -0.11], [0.07, -0.04, -0.55], [-0.02, -0.35, -3.97], [-0.40, -1.31, 0.17], [0.03, -0.32, 0.27], [1.31, 0.68, 0.31], [1.08, -0.69, -1.71], [0.93, 0.38, 0.60], [0.60, 0.63, -0.29], [-0.09, -1.06, -0.18], [0.13, -1.85, 0.42], [0.44, 2.19, 0.63], [-0.13, 1.16, -0.25], [0.39, -1.35, 3.69], [0.34, -0.79, 0.75], [0.70, 0.34, 1.28], [-0.39, -0.52, 0.56], [-0.37, -0.51, 0.47], [0.05, -0.06, -0.13], [0.67, -0.06, -0.03], [-0.06, -0.45, -0.07], [-0.68, 0.41, -0.46], [-0.70, 0.28, -0.48], [0.20, 0.48, -0.02], [-0.07, 0.36, 0.48], [-0.11, 0.21, 0.02], [-0.30, 0.58, 0.76], [0.03, -0.01, -0.09], [0.14, -0.79, 0.68], [-0.17, 0.78, -0.21], [-0.15, 0.22, -1.05], [-0.37, -0.70, -0.46], [0.22, 0.62, 0.64], [0.51, 0.40, -0.14]]}